Entry w
Entry from OMol25: an isolated ion of composition C2H2NO3 and charge -1 (the ωB97M-V functional and the def2-TZVPD basis).

Atoms and positions in Å:
N 0.2011 -0.3480 -0.4089
O -1.4287 0.1543 1.1478
O -0.4696 -1.8633 1.1726
H -0.2187 1.5671 -0.0475
H 0.5645 -1.1831 -0.8195
C -0.6482 -0.7233 0.7286
C 0.5073 0.9688 -0.6212
O 1.4922 1.4276 -1.1519

Properties
Net charge: -1
SMILES: O=CNC(=O)[O-]
Kohn-Sham gap (eV): 8.811
Lowest unoccupied orbital energy (eV): 4.24
HOMO energy (eV): -4.57

Mulliken population analysis, charges in e, atoms 1 to 5: atom 1 (N): -0.11, atom 2 (O): -0.72, atom 3 (O): -0.73, atom 4 (H): 0.30, atom 5 (H): 0.22

=====

Entry x
Entry from OMol25: a 3-piece molecular cluster, C2H2NO3 overall (the ωB97M-V functional and the def2-TZVPD basis).

Atoms and positions in Å:
O -2.9601 -0.4138 0.5551
C -2.1958 0.0982 -0.1527
H 1.2978 0.0045 0.5815
H 0.3491 -1.4070 -0.6847
N 3.2415 1.0184 0.1709
O -0.0464 -0.7860 0.0136
C 2.2116 0.5629 0.4471
O -1.8978 0.9228 -0.9307

Properties
Net charge: -1
Kohn-Sham gap (eV): 8.238
Lowest unoccupied orbital energy (eV): 3.89
HOMO energy (eV): -4.35

Mulliken population analysis, charges in e, atoms 1 to 5: atom 1 (O): -0.42, atom 2 (C): 0.70, atom 3 (H): 0.24, atom 4 (H): 0.17, atom 5 (N): -0.48

=====

What should be chosen as the most stable of them? Choose entry w.

=====

Entry w
Entry from OMol25: a 3-piece molecular cluster, C3H13NO3S overall (the ωB97M-V functional and the def2-TZVPD basis).

Atoms and positions in Å:
H -1.7601 3.7288 -0.8536
H -1.5993 -2.5887 1.0693
H 2.3276 0.2166 -1.0291
H 1.3555 -4.8706 1.1010
O 1.8854 -4.4324 0.4264
H -1.1995 1.0981 0.6634
O -1.6818 2.7949 -1.0502
H 1.3936 -3.6541 0.1674
S 2.1921 -0.2324 0.2294
H -1.4139 -0.0358 -1.4496
H -1.7780 -1.1155 0.9618
C 0.9442 0.9249 0.7903
C -0.3523 1.0937 -0.0208
H 0.6686 0.5125 1.7578
H -0.0879 1.9872 -1.9675
C -0.3513 2.3007 -0.9585
H 0.1472 -0.7129 -0.9729
N -0.6639 -0.1443 -0.7993
H 1.3583 1.8791 0.9538
O -1.7499 -1.8189 1.6288
H 0.3654 3.0692 -0.6479

Properties
SMILES: N[C@H](CO)CS.O.O
Kohn-Sham gap (eV): 9.923
Lowest unoccupied orbital energy (eV): 0.58
HOMO energy (eV): -9.35

Mulliken population analysis, charges in e, atoms 1 to 5: atom 1 (H): 0.30, atom 2 (H): 0.29, atom 3 (H): 0.13, atom 4 (H): 0.32, atom 5 (O): -0.63

=====

Entry x
Entry from OMol25: a 3-piece molecular cluster, C3H13NO3S overall (the ωB97M-V functional and the def2-TZVPD basis).

Atoms and positions in Å:
H 2.0826 0.4350 -0.5191
S -2.7802 0.9758 0.3061
N 0.9485 -0.4155 0.9973
H -0.4931 -2.3942 -0.3187
H 1.2551 0.4463 1.1121
C -0.4844 -0.4528 0.9845
H -0.5383 1.6860 -0.1060
H 1.4542 -1.0491 1.5929
H -1.9840 -2.1018 0.6333
H 0.7393 2.2731 -3.1052
O 2.5635 1.1437 -0.1989
C -0.8847 -1.9513 0.6944
H -0.8379 0.0498 -1.0800
O -0.5400 -2.9900 1.5673
H 0.8988 2.2142 -1.7952
H 3.0462 1.5912 -0.9487
O 0.3332 1.7247 -2.3895
C -0.9021 0.5830 -0.0544
H 0.1034 -3.4355 1.2359
H -3.0638 1.8427 -0.6330
H -0.9166 -0.1753 2.0252

Properties
SMILES: N[C@H](CO)CS.O.O
Kohn-Sham gap (eV): 9.097
Lowest unoccupied orbital energy (eV): 0.27
HOMO energy (eV): -8.83

Mulliken population analysis, charges in e, atoms 1 to 5: atom 1 (H): 0.33, atom 2 (S): -0.25, atom 3 (N): -0.64, atom 4 (H): 0.33, atom 5 (H): 0.35

=====

What should be chosen as the most stable of them? Choose entry w.

=====

Entry w
Entry from OMol25: a 2-piece molecular cluster, CH4FN3 overall (the ωB97M-V functional and the def2-TZVPD basis).

Atoms and positions in Å:
F 2.7218 -0.5005 0.0228
H 0.2400 -1.9214 0.1765
H -1.3727 -1.5513 -0.2689
N -0.8659 1.1610 0.0293
N -0.3686 -1.1367 -0.1588
H -0.4806 2.0150 0.2162
C -0.0065 0.1157 0.1081
N 2.0240 0.7080 -0.1068
H -1.8914 1.1101 -0.0184

Properties
Kohn-Sham gap (alpha / beta) (eV): 7.789 / 7.922
Lowest unoccupied orbital energy (alpha / beta) (eV): 0.48 / 0.45
HOMO energy (alpha / beta) (eV): -7.31 / -7.47

Mulliken population analysis, charges in e, atoms 1 to 5: atom 1 (F): -0.21, atom 2 (H): 0.29, atom 3 (H): 0.24, atom 4 (N): -0.31, atom 5 (N): -0.37

=====

Entry x
Entry from OMol25: one molecule with the formula CH4FN3 (the ωB97M-V functional and the def2-TZVPD basis).

Atoms and positions in Å:
H 0.6021 1.2840 -1.5228
F -0.6502 2.2333 1.8827
H 0.1270 -0.1259 -1.6674
H -0.3266 -1.1078 0.7005
C -0.0513 0.7712 0.2552
N -0.4212 -0.2203 1.0757
N 0.4613 0.5055 -1.0104
H -0.8527 -0.2171 1.9619
N -0.0221 2.0952 0.6493

Properties
SMILES: NC(N)=NF
Kohn-Sham gap (eV): 9.288
Lowest unoccupied orbital energy (eV): 0.79
HOMO energy (eV): -8.50

Mulliken population analysis, charges in e, atoms 1 to 5: atom 1 (H): 0.25, atom 2 (F): -0.21, atom 3 (H): 0.22, atom 4 (H): 0.18, atom 5 (C): 0.58

=====

What should be chosen as the most stable of them? Choose entry x.

=====

Entry w
Entry from OMol25: one molecule with the formula C4H11NSi (the ωB97M-V functional and the def2-TZVPD basis).

Atoms and positions in Å:
H -0.1928 -2.0974 1.1866
C 0.4532 -0.6505 -1.7567
H 1.8337 1.8090 -0.4108
H 1.5588 1.7598 1.3955
H 1.5137 -0.5256 -2.0059
H -3.4544 1.1701 0.2781
C -1.8454 0.1532 0.2172
Si 0.2095 -0.0172 0.0301
H 0.4033 2.4595 0.2113
H -0.1517 -0.0926 -2.4278
C 1.0658 1.6364 0.4048
H 1.0284 -1.0735 2.0874
H 0.1296 -1.6350 -1.6793
N -2.4742 1.2766 0.1888
H -2.3909 -0.7131 0.4521
H 1.6212 -1.9655 0.7575
C 0.6921 -1.4941 1.0711

Properties
SMILES: [H]/N=C/[Si](C)(C)C
Kohn-Sham gap (eV): 10.099
Lowest unoccupied orbital energy (eV): 1.00
HOMO energy (eV): -9.10

Mulliken population analysis, charges in e, atoms 1 to 5: atom 1 (H): 0.27, atom 2 (C): -1.05, atom 3 (H): 0.28, atom 4 (H): 0.32, atom 5 (H): 0.31

=====

Entry x
Entry from OMol25: a 2-piece molecular cluster, C4H11NSi overall (the ωB97M-V functional and the def2-TZVPD basis).

Atoms and positions in Å:
H 1.7139 1.7049 0.6087
H -1.8317 -0.0093 -1.2715
H -2.9286 0.4130 0.1726
H 0.2588 2.0165 2.5220
H -0.1345 0.1663 2.4730
H -0.0322 -1.6367 0.2831
C 1.3257 0.8756 1.1407
H 1.3784 -1.5707 -2.2579
H -1.3693 1.2957 0.0240
C -2.1032 0.8406 -0.5283
H 2.8815 -0.5445 -0.8266
N 0.6711 -1.3164 -0.3284
C 0.6021 -1.8056 -1.5307
Si 2.0589 -0.7753 0.4570
H -0.2542 -2.3135 -1.8041
C 0.3370 1.0531 2.0428
H -2.5738 1.6064 -1.1764

Properties
Kohn-Sham gap (alpha / beta) (eV): 6.407 / 6.852
Lowest unoccupied orbital energy (alpha / beta) (eV): -0.31 / 0.02
HOMO energy (alpha / beta) (eV): -6.72 / -6.83

Mulliken population analysis, charges in e, atoms 1 to 5: atom 1 (H): 0.36, atom 2 (H): 0.12, atom 3 (H): 0.22, atom 4 (H): 0.30, atom 5 (H): 0.23

=====

What should be chosen as the most stable of them? Choose entry w.